C30H36N6O3PdS | ωB97M-V/def2-TZVPD

Last column: Mulliken charge in e.
Cartesian coordinates (Å):
C -3.977 -1.855 -3.199  -0.732
H 3.840 -3.481 1.480  0.402
C 2.531 0.527 -0.074  0.695
H -2.736 -6.460 4.166  0.416
H -5.127 5.013 -0.029  0.431
H -4.160 -4.456 4.427  0.425
C -4.191 3.126 0.352  -0.998
H 3.745 -2.671 3.787  0.338
C -2.535 -5.571 3.587  -0.446
H -3.713 -2.440 3.066  0.453
H 3.057 -1.112 3.324  0.243
C -4.331 4.339 -0.300  -0.763
H -5.042 -1.932 -3.041  0.519
C -3.450 4.681 -1.309  -0.757
H 2.427 -2.491 -0.248  0.138
N 2.930 1.641 -0.680  -0.206
C 2.902 -1.840 0.498  -0.518
H 4.545 -1.179 4.259  0.375
O -0.837 -2.190 0.344  -0.895
C -2.008 -2.221 -4.523  -0.683
C -3.338 -4.445 3.727  -0.719
C -3.180 2.214 0.029  0.812
H 5.776 -2.170 2.409  0.344
H 4.635 2.798 2.027  0.272
H 3.915 5.149 1.338  0.374
H 2.449 3.447 -1.547  0.677
H -0.836 -6.432 2.606  0.435
C -3.389 -2.332 -4.371  0.723
H -3.944 0.958 1.562  0.404
H 4.135 -0.582 -0.635  0.319
H -3.590 -0.893 -1.325  0.505
N -2.374 -0.011 0.700  0.836
C -2.243 2.534 -1.038  1.181
C -3.093 -3.318 2.970  -0.182
H -0.388 -4.424 1.235  0.372
N -2.512 -1.070 1.437  -0.733
H 0.106 3.185 -2.757  -0.136
O -1.662 4.273 -2.695  -0.393
C -2.430 3.824 -1.709  0.325
H 5.237 2.576 0.379  0.208
H -0.199 -1.527 -3.588  0.519
C -0.727 3.486 -3.397  -0.336
N -1.840 -1.161 -2.392  0.189
C -3.160 -1.278 -2.243  -0.543
S 1.083 0.552 0.886  -0.179
H 5.022 -0.685 1.847  0.160
H -4.884 2.865 1.136  0.457
N 3.255 -0.580 -0.131  -0.052
C -3.165 1.015 0.801  -0.799
C -1.735 -2.149 1.220  0.769
C 2.499 3.745 0.596  -0.419
C 3.986 -1.662 3.464  -1.150
H 4.854 -2.701 0.271  0.374
H -0.364 4.117 -4.209  0.351
C 2.197 2.892 -0.640  -0.120
H 1.127 2.648 -0.652  -0.561
C -1.277 -1.630 -3.505  -0.570
H 4.203 4.695 -0.333  0.282
H 2.304 3.158 1.496  0.147
H -1.522 -2.587 -5.415  0.510
N -4.855 -3.350 -6.212  -0.346
C 4.815 -1.703 2.186  -0.144
C 4.976 3.316 1.133  -1.020
H 2.174 -1.640 1.288  0.361
O -1.282 1.797 -1.396  -0.618
H 5.886 3.853 1.387  0.412
C -4.195 -2.906 -5.392  -0.279
H -1.197 2.586 -3.803  0.298
H 3.849 1.676 -1.101  0.390
C -1.212 -4.445 1.932  -0.509
C 3.921 4.306 0.648  -0.642
C -2.026 -3.312 2.061  0.561
Pd -0.577 -0.219 -0.698  1.155
H 1.794 4.577 0.586  0.476
C -1.465 -5.563 2.696  -0.693
H -3.546 5.618 -1.832  0.521
C 4.141 -2.514 1.077  -1.013

LUMO level (spin up / spin down) = -5.7 / -9.5 eV
E_HOMO (spin up / spin down) = -13.3 / -13.2 eV
Total charge = +2
2S+1 = 5
Electronic energy = -61074.2450 eV
Energy relative to the best compared isomer or geometry (same formula, charge and spin) = 162.0 kJ/mol